[1]
C45H53CaN5O2S3 | ωB97M-V with the def2-TZVPD basis set

Geometry (Å):
Ca (0.9312, -1.6015, -0.3598)
C (-0.6610, -4.5922, -1.0585)
C (-0.6339, -4.3855, 0.4509)
N (0.5810, -3.6984, 0.9083)
C (1.7971, -4.5143, 1.0283)
C (2.4946, -4.9126, -0.2726)
S (2.7449, -3.6276, -1.5475)
C (1.7367, -4.2529, -2.9244)
C (0.3534, -3.6190, -3.0772)
N (-0.3166, -3.3655, -1.8000)
H (0.0457, -5.3711, -1.3369)
H (-1.6481, -4.9676, -1.3505)
H (-1.4843, -3.7679, 0.7545)
H (-0.7506, -5.3603, 0.9423)
H (0.3969, -3.3253, 1.8350)
H (2.4915, -3.9337, 1.6418)
H (1.5876, -5.4465, 1.5727)
H (3.4836, -5.2880, -0.0076)
H (1.9844, -5.7408, -0.7590)
H (2.3062, -4.0746, -3.8364)
H (1.6820, -5.3352, -2.8147)
H (0.4409, -2.6565, -3.5873)
H (-0.2424, -4.2723, -3.7304)
H (-1.1849, -2.8773, -1.9996)
C (2.4769, 2.9723, 5.9685)
C (1.9485, 2.4906, 4.6537)
C (2.7209, 2.5693, 3.5014)
C (2.2233, 2.1459, 2.2764)
C (0.9328, 1.6477, 2.2115)
C (0.1372, 1.5547, 3.3516)
C (0.6518, 1.9739, 4.5626)
S (0.3289, 1.0341, 0.6640)
O (-0.3154, -0.3149, 0.9888)
C (-0.9690, 2.1827, 0.2561)
C (-0.6930, 3.5414, 0.5275)
C (-1.5162, 4.5119, 0.0423)
C (-2.6433, 4.1828, -0.7451)
C (-3.4772, 5.1941, -1.2794)
C (-4.5570, 4.8684, -2.0434)
C (-4.8549, 3.5133, -2.3007)
C (-4.0748, 2.5172, -1.7902)
C (-2.9345, 2.8218, -0.9983)
C (-2.0618, 1.8033, -0.4870)
C (-2.5639, 0.4095, -0.6790)
C (-3.5434, -0.0456, 0.2572)
C (-3.8101, 0.6565, 1.4616)
C (-4.7530, 0.2025, 2.3379)
C (-5.4918, -0.9678, 2.0594)
C (-5.2652, -1.6601, 0.9072)
C (-4.2883, -1.2179, -0.0180)
C (-4.0663, -1.9142, -1.2301)
C (-3.1009, -1.4946, -2.0948)
C (-2.3277, -0.3450, -1.8046)
S (-0.9571, -0.1506, -2.9295)
O (0.2615, 0.0206, -2.0276)
C (-1.1260, 1.3551, -3.8391)
C (-1.6037, 1.2537, -5.1357)
C (-1.7765, 2.4076, -5.8856)
C (-1.4653, 3.6537, -5.3601)
C (-1.6657, 4.9041, -6.1592)
C (-0.9547, 3.7277, -4.0596)
C (-0.7855, 2.5924, -3.2953)
H (3.5650, 2.9933, 5.9804)
H (2.1339, 2.3417, 6.7872)
H (2.1242, 3.9859, 6.1677)
H (3.7251, 2.9684, 3.5593)
H (2.8340, 2.2005, 1.3843)
H (-0.8624, 1.1448, 3.2839)
H (0.0453, 1.9072, 5.4561)
H (0.1688, 3.8163, 1.1204)
H (-1.3108, 5.5516, 0.2632)
H (-3.2405, 6.2280, -1.0674)
H (-5.1926, 5.6423, -2.4491)
H (-5.7142, 3.2640, -2.9068)
H (-4.3282, 1.4884, -2.0028)
H (-3.2597, 1.5592, 1.6856)
H (-4.9434, 0.7471, 3.2525)
H (-6.2431, -1.3044, 2.7597)
H (-5.8333, -2.5520, 0.6773)
H (-4.6735, -2.7791, -1.4619)
H (-2.9243, -2.0271, -3.0230)
H (-1.8372, 0.2853, -5.5593)
H (-2.1475, 2.3318, -6.8986)
H (-1.8568, 4.6835, -7.2072)
H (-0.7907, 5.5501, -6.0971)
H (-2.5166, 5.4674, -5.7727)
H (-0.6863, 4.6928, -3.6502)
H (-0.3636, 2.6552, -2.3038)
C (2.1046, -1.6209, 3.3857)
N (3.4527, -1.7662, 2.8787)
C (4.3470, -2.5517, 3.7094)
C (3.8351, -1.2146, 1.6956)
N (2.9432, -1.0040, 0.7555)
N (5.1612, -0.9397, 1.5415)
C (5.9438, -0.3384, 2.6150)
C (5.7229, -0.7858, 0.2136)
H (2.1093, -1.0580, 4.3244)
H (1.6676, -2.6036, 3.5931)
H (1.4840, -1.0911, 2.6694)
H (3.8428, -3.4800, 3.9879)
H (4.6204, -2.0300, 4.6301)
H (5.2499, -2.7986, 3.1593)
H (3.3774, -0.3999, 0.0585)
H (5.3188, -0.1693, 3.4872)
H (6.3259, 0.6278, 2.2778)
H (6.7928, -0.9649, 2.8954)
H (5.6507, 0.2448, -0.1530)
H (5.2241, -1.4549, -0.4865)
H (6.7785, -1.0543, 0.2469)

Calculated values
DFT total energy   -110007.2681 eV
Gap between HOMO and LUMO   8.241 eV
Energy relative to the best compared isomer or geometry (same formula, charge and spin)   11.0 kcal per mole
Total charge   +2

---

[2]
C25H31AuNOP2S | ωB97M-V with the def2-TZVPD basis set

Geometry (Å):
Au (-0.7644, -0.2122, 0.0041)
O (0.3926, 1.7176, 0.1236)
N (-0.1202, 2.6573, 0.8785)
C (0.7230, 3.4891, 1.5159)
C (0.2749, 4.5148, 2.3069)
C (-1.0998, 4.6969, 2.4625)
C (-1.9542, 3.8347, 1.8243)
C (-1.4672, 2.7972, 1.0237)
S (-2.5305, 1.7198, 0.2494)
H (1.7682, 3.2724, 1.3566)
H (0.9862, 5.1629, 2.7901)
H (-1.4843, 5.4945, 3.0759)
H (-3.0252, 3.9224, 1.9077)
C (-4.0865, -1.4676, 0.6869)
P (-2.5708, -1.6708, -0.2972)
C (-3.2232, -1.8733, -1.9888)
C (-1.8857, -3.2915, 0.1670)
C (-0.5290, -3.4227, -0.4951)
P (0.8873, -2.0657, 0.0583)
C (1.9479, -2.7162, -1.3003)
C (1.4127, -3.1109, 1.4834)
H (-4.8018, -2.2627, 0.4721)
H (-4.5101, -0.4949, 0.4361)
H (-3.8268, -1.4677, 1.7444)
H (-3.9466, -2.6911, -2.0209)
H (-2.4050, -2.0638, -2.6827)
H (-3.7042, -0.9336, -2.2656)
H (-2.5793, -4.0788, -0.1627)
H (-1.8091, -3.3284, 1.2601)
H (-0.6458, -3.2328, -1.5690)
H (-0.1516, -4.4408, -0.3704)
H (1.7086, -3.7588, -1.5115)
H (2.9919, -2.6318, -0.9962)
H (1.8039, -2.1340, -2.2107)
H (1.7595, -4.0629, 1.0770)
H (0.5696, -3.2955, 2.1497)
H (2.2123, -2.6259, 2.0410)
C (6.1665, -0.5666, -3.0219)
C (5.0670, 0.0579, -3.6034)
C (3.9262, 0.2773, -2.8764)
C (3.8151, -0.1635, -1.5301)
C (4.9507, -0.7927, -0.9593)
C (6.0977, -0.9721, -1.6917)
C (2.6153, -0.0045, -0.8436)
C (2.1668, -0.6074, 0.3900)
C (2.2227, 0.0751, 1.6148)
C (1.2816, -0.1691, 2.6451)
C (1.2816, 0.5721, 3.8017)
C (2.2433, 1.5531, 4.0145)
C (3.1901, 1.8045, 3.0249)
C (3.1846, 1.0935, 1.8479)
H (7.0670, -0.7338, -3.5943)
H (5.1064, 0.3644, -4.6378)
H (3.0708, 0.7574, -3.3286)
H (4.8989, -1.1171, 0.0727)
H (6.9546, -1.4432, -1.2303)
H (1.8471, 0.5982, -1.3280)
H (0.5100, -0.9095, 2.4760)
H (0.5223, 0.4004, 4.5524)
H (2.2442, 2.1172, 4.9351)
H (3.9271, 2.5800, 3.1873)
H (3.9114, 1.2950, 1.0737)

Calculated values
DFT total energy   -63066.4832 eV
Gap between HOMO and LUMO (alpha / beta)   5.973 / 5.551 eV
<S²>   1.218
2S+1   2